Entry 1:
The following is a quantum chemistry calculation of a molecular structure, C2H4N2S3, from the OMol25 dataset.

Geometry as ORCA input:
```
! wB97M-V def2-TZVPD RIJCOSX def2/J DEFGRID3
* xyz 0 1
C -0.73 -1.05 -0.96
C -1.22 1.11 0.35
N 0.63 -1.21 -1.22
N 1.55 -0.68 -0.69
S -0.99 -0.46 0.78
S -0.80 1.73 -1.14
S 1.66 -0.29 1.00
H -1.29 -1.96 -1.28
H -1.63 1.91 0.87
H -0.88 -0.15 -1.42
H 2.89 -1.06 1.16
*
```

***

Entry 2:
The following is a quantum chemistry calculation of 2 unconnected molecules or ions with the total composition C6H9BBrF6O4S2, from the OMol25 dataset.

Geometry as ORCA input:
```
! wB97M-V def2-TZVPD RIJCOSX def2/J DEFGRID3
* xyz -1 1
O 3.18 -1.43 3.66
C 2.62 -1.88 2.71
F 3.32 -1.97 1.54
C 1.24 -2.40 2.56
B 0.00 -1.40 2.88
Br 0.01 -0.53 4.71
S -0.28 -0.11 1.47
O -0.08 -0.76 0.18
O -1.51 0.62 1.66
C 1.10 1.17 1.46
F 1.35 1.60 2.72
F 2.22 0.54 1.00
C 0.87 2.41 0.55
F -0.38 2.86 0.58
F 1.17 2.12 -0.72
F 1.66 3.41 0.93
H 1.12 -2.81 1.56
H 1.14 -3.22 3.28
H -1.04 -1.99 2.77
C -0.92 0.72 -4.55
S -1.13 -0.28 -3.06
O -1.45 -1.65 -3.53
C -2.68 0.47 -2.54
H 0.00 0.39 -5.03
H -1.77 0.56 -5.21
H -0.84 1.77 -4.27
H -3.42 0.34 -3.34
H -2.52 1.52 -2.32
H -3.00 -0.05 -1.64
*
```

***

Entry 3:
The following is a quantum chemistry calculation of 8 unconnected molecules or ions with the total composition C30H43N8O13, from the OMol25 dataset.

Geometry as ORCA input:
```
! wB97M-V def2-TZVPD RIJCOSX def2/J DEFGRID3
* xyz -1 1
N -0.11 -0.52 -0.86
O 1.12 -0.37 -0.92
O -0.69 -1.34 -1.58
O -0.76 0.13 0.02
C -5.48 -2.60 -0.57
C -4.14 -1.90 -0.46
C -3.93 -0.99 -1.60
C -5.01 -0.67 -2.61
C -6.32 -1.46 -2.61
C -6.50 -2.40 -1.47
N -4.59 0.27 -3.72
O -3.35 0.23 -4.15
O -5.45 0.95 -4.35
H -5.48 -3.47 0.07
H -3.62 -2.10 0.24
H -3.16 -0.39 -1.56
H -6.91 -1.27 -3.55
H -7.54 -2.80 -1.44
C 5.14 0.49 -3.84
C 5.83 1.87 -4.25
C 5.22 3.16 -3.70
C 3.81 3.13 -2.98
C 3.17 1.69 -2.76
C 3.95 0.46 -3.21
N 3.14 4.28 -2.43
O 3.77 5.36 -2.60
O 2.48 4.04 -1.46
H 5.60 -0.47 -3.90
H 6.76 1.78 -4.90
H 5.66 4.17 -3.81
H 2.29 1.75 -2.37
H 3.59 -0.50 -3.00
C -4.20 2.79 2.79
C -3.30 1.88 1.92
C -3.14 0.42 2.29
C -4.14 -0.19 3.23
C -5.22 0.78 4.01
C -5.13 2.25 3.72
N -4.19 -1.65 3.48
O -5.15 -2.06 4.23
O -3.24 -2.28 3.23
H -4.53 3.80 2.60
H -2.80 2.49 1.15
H -2.43 -0.29 1.89
H -6.02 0.35 4.72
H -5.71 3.02 4.29
C 0.54 -4.48 -0.26
O 1.07 -5.34 -0.88
N 0.31 -4.55 1.11
C 0.12 -3.30 1.90
C 0.44 -5.81 1.80
H 0.13 -3.72 -0.66
H -0.77 -2.95 1.52
H 0.86 -2.60 1.69
H 0.13 -3.55 2.96
H -0.07 -6.61 1.21
H -0.09 -5.70 2.69
H 1.39 -6.17 2.06
C 2.35 3.12 3.20
O 2.94 3.60 4.22
N 2.46 1.82 2.88
C 1.75 1.09 1.77
C 3.58 0.94 3.31
H 1.64 3.64 2.46
H 1.24 0.16 2.02
H 2.48 1.15 1.05
H 0.86 1.63 1.65
H 4.40 1.08 2.70
H 3.27 -0.09 3.41
H 3.74 1.40 4.36
C -2.53 2.54 -1.48
O -3.85 2.45 -1.78
N -2.00 3.72 -1.24
C -0.50 3.64 -0.75
C -2.64 5.10 -1.31
H -2.12 1.65 -1.51
H 0.10 4.26 -1.32
H -0.07 2.66 -0.82
H -0.41 4.14 0.26
H -3.58 5.09 -0.70
H -2.80 5.27 -2.14
H -1.96 5.73 -1.06
C 4.38 -1.36 0.34
O 5.07 -0.39 0.47
N 4.78 -2.54 -0.15
C 3.84 -3.57 -0.54
C 6.28 -2.88 -0.28
H 3.36 -1.42 0.67
H 4.25 -4.42 -1.04
H 2.76 -3.32 -0.76
H 3.58 -4.15 0.42
H 6.78 -2.34 0.65
H 6.72 -2.39 -1.16
H 6.57 -3.98 -0.09
*
```

***

Entry 4:
The following is a quantum chemistry calculation of a single C6H16N2 molecule, from the OMol25 dataset.

Its SMILES is CCCN(C)CCN.

Geometry as ORCA input:
```
! wB97M-V def2-TZVPD RIJCOSX def2/J DEFGRID3
* xyz 0 1
C -0.90 -2.06 0.03
C -0.60 -3.46 0.53
C 0.24 -1.07 0.28
N -0.06 0.22 -0.39
C 0.10 0.19 -1.84
C 0.82 1.32 0.16
C -0.12 2.45 0.53
N 0.64 3.64 1.02
H -1.23 -2.00 -1.00
H -1.70 -1.64 0.66
H 0.21 -3.47 1.27
H -0.21 -4.19 -0.19
H -1.45 -3.92 1.04
H 0.54 -0.93 1.31
H 1.20 -1.41 -0.17
H -0.63 -0.50 -2.27
H -0.21 1.16 -2.21
H 1.12 -0.08 -2.12
H 1.32 1.00 1.07
H 1.56 1.51 -0.61
H -0.80 2.09 1.29
H -0.76 2.77 -0.30
H 0.91 4.25 0.26
H 0.02 4.13 1.65
*
```

***

Entry 5:
The following is a quantum chemistry calculation of 2 unconnected molecules or ions with the total composition C4H10NO, from the OMol25 dataset.

Geometry as ORCA input:
```
! wB97M-V def2-TZVPD RIJCOSX def2/J DEFGRID3
* xyz -1 1
C -4.24 -0.42 -0.10
O -5.36 0.30 -0.06
C -2.94 0.43 -0.10
C 3.74 -0.33 -0.93
C 4.07 0.26 0.22
N 3.17 0.33 1.45
H -4.16 -0.99 -1.07
H -4.09 -1.26 0.65
H 4.54 -0.79 -1.49
H -2.07 -0.15 0.25
H -2.76 0.76 -1.13
H 2.67 -0.49 -1.04
H 4.82 1.02 0.46
H 2.69 0.58 0.58
H 2.93 -0.58 1.83
H -3.01 1.35 0.49
*
```

***

Entry 6:
The following is a quantum chemistry calculation of a molecular structure, C25H19BaN8O8, from the OMol25 dataset.

Geometry as ORCA input:
```
! wB97M-V def2-TZVPD RIJCOSX def2/J DEFGRID3
* xyz -1 1
Ba 0.32 0.12 1.37
O -4.09 2.73 2.69
C -2.87 2.15 2.74
O -2.70 0.97 2.88
C -1.75 3.15 2.68
C -1.96 4.51 2.74
C -0.85 5.35 2.69
C 0.41 4.82 2.57
C 0.52 3.43 2.54
N -0.53 2.61 2.59
C 1.88 2.74 2.34
O 2.75 3.44 1.80
O 1.93 1.53 2.69
H -4.73 2.00 2.73
H -2.96 4.90 2.81
H -1.00 6.43 2.73
H 1.31 5.41 2.48
O 1.06 -3.82 3.54
C 0.87 -3.10 2.57
O -0.05 -2.22 2.40
C 1.83 -3.26 1.39
C 2.68 -4.39 1.32
C 3.50 -4.54 0.25
C 3.49 -3.57 -0.78
C 4.31 -3.67 -1.94
C 4.25 -2.70 -2.90
C 3.38 -1.59 -2.75
C 2.59 -1.48 -1.64
C 2.63 -2.46 -0.63
N 1.82 -2.33 0.46
H 2.64 -5.10 2.14
H 4.16 -5.40 0.16
H 4.97 -4.52 -2.04
H 4.88 -2.78 -3.78
H 3.34 -0.83 -3.51
H 1.92 -0.63 -1.52
N 2.18 3.11 -1.33
C 1.26 2.14 -1.55
O 1.07 1.27 -0.66
C 0.56 2.10 -2.80
C -0.37 1.05 -3.02
N -1.12 0.19 -3.20
C 0.79 3.10 -3.78
N 1.04 3.93 -4.55
H 2.50 3.23 -0.38
H 2.22 3.90 -1.95
C -4.20 -2.70 -1.73
N -3.64 -1.57 -1.04
C -3.95 -0.19 -1.35
C -2.95 0.54 -0.44
O -2.92 1.74 -0.27
N -2.15 -0.39 0.16
C -2.61 -1.58 -0.18
N -2.05 -2.71 0.30
H -4.53 -2.38 -2.71
H -5.06 -3.13 -1.20
H -3.45 -3.48 -1.87
H -4.98 0.08 -1.12
H -3.71 0.05 -2.39
H -1.36 -2.62 1.05
H -2.50 -3.60 0.17
*
```

***

What are the relative energy (zero: lowest compared OMol25 entry of this formula, charge and spin) values for these records? In order: 424.9, 0.0, 253.7, 124.3, 397.1, 69.1 kJ/mol.
What are the Kohn-Sham gap values for these records? In order: 7.82, 8.59, 7.01, 9.48, 4.70, 7.30 eV.
What are the M values for these records? In order: 152.27, 413.97, 723.72, 116.21, 88.13, 696.80 g/mol.